Here is a structure of composition C33H60Br18Cl3F2N4O3P2 in a non-equilibrium geometry from the Open Molecules 2025 dataset. Energies are from the ωB97M-V functional and the def2-TZVPD basis.

Geometry (Å):
1 Br -3.60 9.81 -2.29
2 Br 11.67 -2.54 2.79
3 Br 8.70 -1.84 4.87
4 Br -6.78 8.23 -3.34
5 Br 1.38 7.89 -6.83
6 Br 6.31 -3.01 5.23
7 Br -1.73 6.08 -7.69
8 Br -3.67 -5.52 1.75
9 Br 0.46 1.91 -7.50
10 Br 4.31 0.10 5.40
11 Br -2.91 2.78 -8.74
12 Br -5.49 4.12 -2.18
13 Br -6.37 -3.48 3.24
14 Br -2.53 3.41 -4.26
15 Br -3.64 -2.15 -4.24
16 Br -4.81 -3.90 -7.27
17 Br 4.89 -6.28 3.37
18 Br 8.26 -7.15 4.62
19 Cl 0.74 -0.04 -1.76
20 Cl -1.46 3.30 -0.72
21 Cl -1.61 -3.52 0.08
22 P -0.50 -2.12 2.70
23 P -2.37 2.55 1.09
24 F 0.63 4.10 1.76
25 F -2.03 1.28 4.08
26 O -4.08 2.84 0.98
27 O 0.43 3.82 4.21
28 O 0.05 0.35 4.85
29 N -2.00 0.76 1.06
30 N -0.40 -1.19 1.22
31 N 0.32 1.77 2.89
32 N 0.34 1.25 1.64
33 C -0.60 -1.92 -0.05
34 C -6.16 -5.42 3.17
35 C 0.58 -3.69 2.73
36 C -4.12 5.33 -2.85
37 C 0.37 6.56 -5.80
38 C 0.46 3.26 2.99
39 C 5.57 -0.66 6.69
40 C -2.26 -2.40 3.36
41 C 1.92 -3.65 1.78
42 C -0.36 1.57 -9.24
43 C -0.55 1.13 3.91
44 C -3.75 0.18 -0.79
45 C 10.49 -0.99 2.79
46 C 6.60 -6.31 2.44
47 C -4.72 -5.82 3.37
48 C 6.76 -1.27 5.99
49 C 10.08 -0.62 4.20
50 C 2.63 0.64 2.82
51 C -0.72 0.25 1.30
52 C 7.44 -7.49 2.88
53 C -3.27 -4.27 -6.13
54 C -2.09 -2.87 4.96
55 C -5.44 10.26 -1.82
56 C -1.20 2.74 -9.68
57 C 2.80 -0.67 3.51
58 C -3.61 -4.05 -4.67
59 C -0.17 5.47 -6.70
60 C -0.19 -1.59 -1.43
61 C -6.28 9.02 -1.63
62 C -3.71 4.96 -4.26
63 C 1.75 0.82 1.41
64 C -0.55 -2.59 -2.70
65 C -3.23 -0.08 0.77
66 H 7.08 -5.35 2.60
67 H 5.88 0.19 7.31
68 H -1.46 2.65 -10.74
69 H 1.95 -1.26 4.06
70 H -1.41 -3.85 4.97
71 H 3.19 1.58 3.29
72 H -2.87 -3.25 2.84
73 H -1.42 -2.04 5.50
74 H -4.64 -6.90 3.56
75 H -2.83 -4.48 -4.03
76 H 9.61 0.37 4.22
77 H -0.52 4.63 -6.10
78 H -4.58 -4.46 -4.38
79 H -2.85 -1.36 3.42
80 H -3.30 5.31 -2.14
81 H 7.56 -1.48 6.71
82 H -6.58 -5.75 2.21
83 H 0.48 1.42 -9.92
84 H -5.78 8.24 -1.05
85 H -3.13 5.76 -4.71
86 H -2.89 0.65 -1.46
87 H 6.88 -8.42 2.97
88 H 5.01 -1.37 7.30
89 H -4.55 4.72 -4.91
90 H -3.03 -5.32 -6.31
91 H 9.64 -1.23 2.14
92 H -0.08 -4.62 2.37
93 H -1.70 -2.71 -2.86
94 H -4.22 -5.28 4.17
95 H 8.28 -7.64 2.20
96 H 1.79 -3.10 0.76
97 H -7.23 9.27 -1.14
98 H 0.92 -3.95 3.82
99 H -5.36 10.82 -0.88
100 H 2.30 1.71 0.83
101 H -4.13 0.28 1.47
102 H 6.34 -6.41 1.38
103 H -4.17 -0.80 -1.30
104 H 2.86 -3.20 2.32
105 H 10.90 -0.64 4.91
106 H 2.20 -4.78 1.52
107 H -5.81 10.93 -2.60
108 H -4.59 6.32 -2.83
109 H 3.87 -1.18 3.50
110 H 1.09 6.16 -5.09
111 H 1.95 -0.14 0.79
112 H -0.41 7.11 -5.26
113 H -3.10 -1.23 0.98
114 H -4.63 0.98 -0.81
115 H 0.05 -2.29 -3.67
116 H 11.07 -0.19 2.34
117 H -0.11 -3.66 -2.39
118 H -4.29 3.49 1.74
119 H 0.56 5.12 -7.43
120 H -6.78 -5.80 3.98
121 H -0.92 0.64 -9.15
122 H -0.72 3.71 -9.51
123 H -3.11 -3.05 5.49
124 H -2.45 -3.64 -6.49
125 H 7.16 -0.66 5.18

E_tot (hartree): -50332.5447
HOMO-LUMO gap (eV): 5.0
Net charge: +1
HOMO level (eV): -9.600

***

Here is a cluster of 12 separate species, C33H60N2O15 in total in a non-equilibrium geometry from the Open Molecules 2025 dataset. Energies are from the ωB97M-V functional and the def2-TZVPD basis.

Geometry (Å):
1 O -1.87 2.73 -1.21
2 O -4.41 2.10 2.34
3 O 0.35 1.16 -0.88
4 O 2.65 -1.51 -3.73
5 O 0.48 6.56 0.41
6 O -1.70 -2.15 -2.60
7 O -1.22 5.57 1.45
8 O 2.69 -4.41 0.76
9 O -1.44 -2.37 2.00
10 O 4.30 -2.95 1.16
11 O -3.48 0.85 -2.33
12 O 2.64 2.81 -0.88
13 O -1.22 -4.25 -3.17
14 O 0.77 -2.28 2.24
15 O 2.57 0.69 -3.36
16 N 0.40 2.13 5.46
17 N -5.02 -0.14 0.53
18 C 3.64 1.90 -0.51
19 C -0.15 0.99 3.64
20 C -1.75 4.06 -1.71
21 C 0.61 -0.49 -4.23
22 C 3.33 -3.48 0.37
23 C 0.01 -4.96 -1.27
24 C -0.06 5.57 1.16
25 C 1.83 -2.52 -4.31
26 C -3.12 2.70 2.14
27 C -6.04 -0.55 -0.27
28 C -0.50 1.23 4.94
29 C 4.88 -1.81 0.52
30 C 3.29 -2.75 -0.95
31 C 1.08 1.67 3.39
32 C -3.95 -0.97 0.39
33 C -0.47 -2.56 4.22
34 C -3.22 0.53 -3.70
35 C -1.28 -3.23 -2.30
36 C 1.74 -2.38 3.28
37 C 1.84 6.24 0.08
38 C 1.38 2.36 4.54
39 C 4.62 -2.01 -0.96
40 C -0.48 -2.43 2.72
41 C -5.62 -1.66 -0.97
42 C 0.67 -1.80 -5.00
43 C -0.71 -3.65 -0.95
44 C 0.98 -2.21 4.60
45 C -0.23 0.07 -0.20
46 C 2.30 5.35 1.23
47 C -0.72 -5.44 -2.53
48 C 1.02 4.56 1.49
49 C -4.29 -1.92 -0.54
50 C 2.02 -0.31 -3.70
51 H -2.24 4.16 -2.68
52 H -1.55 -6.11 -2.33
53 H -1.57 -3.81 -0.30
54 H 1.87 5.66 -0.84
55 H 4.37 -0.91 0.89
56 H 2.40 -2.13 -1.02
57 H 2.16 3.09 4.71
58 H -0.87 0.37 0.65
59 H -0.84 -0.55 -0.87
60 H -0.34 1.83 -1.04
61 H -3.68 -2.70 -0.96
62 H 4.62 -1.11 -1.58
63 H 1.06 -1.18 4.91
64 H -3.21 3.62 1.56
65 H 2.52 -1.63 3.19
66 H 1.39 -2.86 5.37
67 H -7.00 -0.07 -0.21
68 H -0.14 -2.85 -0.50
69 H 3.19 -3.49 -1.75
70 H 3.13 4.70 0.94
71 H -0.08 -5.94 -3.25
72 H 0.36 0.41 -4.80
73 H -0.69 4.31 -1.79
74 H 3.46 1.46 0.49
75 H 5.37 -2.71 -1.34
76 H -0.73 0.43 2.92
77 H -4.92 2.78 2.78
78 H -2.28 4.76 -1.06
79 H -0.08 -0.50 -3.38
80 H 1.82 2.31 -1.01
81 H 0.55 -0.55 0.23
82 H 0.82 -1.64 -6.07
83 H 0.94 4.22 2.52
84 H -3.21 0.09 -1.80
85 H -5.09 0.60 1.22
86 H -3.06 -0.84 0.98
87 H 2.54 5.94 2.11
88 H -0.26 -2.36 -4.94
89 H 2.39 7.16 -0.05
90 H -1.35 0.91 5.52
91 H -2.15 0.48 -3.90
92 H -6.15 -2.15 -1.76
93 H 0.34 2.52 6.37
94 H 3.69 1.06 -1.21
95 H 2.45 -3.12 -4.98
96 H 1.06 -4.77 -1.51
97 H -2.63 2.90 3.09
98 H 4.62 2.37 -0.46
99 H 2.22 -3.36 3.26
100 H -0.75 -3.56 4.56
101 H -1.16 -1.84 4.65
102 H -3.67 -0.44 -3.90
103 H -0.08 -5.67 -0.46
104 H 1.47 -3.21 -3.54
105 H -2.50 2.22 -1.75
106 H 0.91 3.74 0.77
107 H -2.48 2.03 1.57
108 H 1.70 1.69 2.52
109 H -3.68 1.28 -4.34
110 H 5.93 -1.66 0.77

SMILES: c1cc[nH]c1.c1cc[nH]c1.O=C1CCCO1.O=C1CCCO1.O=C1CCCO1.O=C1CCCO1.O=C1CCCO1.CO.CO.CO.CO.CO
E_tot (hartree): -2531.5507
HOMO-LUMO gap (eV): 8.3
Net charge: 0
HOMO level (eV): -7.765

***

Here is a cluster of 4 separate species, C33H62F3N3O8P in total in a non-equilibrium geometry from the Open Molecules 2025 dataset. Energies are from the ωB97M-V functional and the def2-TZVPD basis.

Geometry (Å):
1 P -0.27 -3.53 0.73
2 F 1.94 -6.45 0.68
3 F 3.28 -6.19 -0.91
4 F 3.98 -7.00 0.90
5 O -0.61 -4.98 1.34
6 O -0.74 -5.56 -3.71
7 O -1.12 -2.53 1.34
8 O 5.81 -4.52 1.43
9 O -0.56 -3.54 -0.84
10 O 4.82 -2.98 0.21
11 O 2.76 0.48 1.56
12 O -1.30 5.65 3.36
13 N -0.52 -5.69 -4.98
14 N 2.28 1.39 2.33
15 N -2.22 6.12 2.59
16 C 3.83 0.33 3.98
17 C 3.43 -4.71 0.92
18 C -4.26 5.50 3.93
19 C -4.29 5.43 1.40
20 C 4.03 3.76 2.20
21 C 1.89 2.57 1.50
22 C -2.42 7.56 2.91
23 C 2.52 -3.74 0.14
24 C -0.61 -7.39 -6.79
25 C -0.20 -4.35 -7.06
26 C -3.03 3.76 2.68
27 C -3.42 5.24 2.67
28 C 4.42 2.54 3.02
29 C -2.32 -4.13 -5.75
30 C -1.15 -8.06 -4.50
31 C 2.49 2.27 4.65
32 C 0.96 3.51 2.29
33 C -3.19 8.28 1.78
34 C -3.19 7.75 4.23
35 C -0.82 -4.39 -5.65
36 C 4.86 -4.14 0.91
37 C 1.45 -3.00 0.99
38 C -2.76 -6.61 -5.69
39 C -1.26 -6.89 -5.47
40 C -0.15 -3.23 -4.91
41 C -1.09 8.30 2.99
42 C 3.12 3.37 1.04
43 C 3.19 -6.11 0.39
44 C 1.07 2.14 0.29
45 C -4.50 6.97 4.25
46 C -3.06 -5.30 -6.41
47 C 3.25 1.64 3.44
48 C 3.62 -2.91 -0.55
49 H -0.20 -5.11 2.20
50 H -0.32 -3.35 -7.49
51 H 1.48 -1.95 0.67
52 H -0.66 -5.04 -7.76
53 H -3.38 8.81 4.39
54 H -0.28 -2.30 -5.47
55 H -2.56 7.41 5.06
56 H 0.71 3.02 -0.24
57 H 3.15 -4.73 1.97
58 H 2.80 4.26 0.50
59 H -2.40 3.51 1.82
60 H -0.51 8.16 2.07
61 H 4.44 0.53 4.86
62 H -4.23 7.96 1.68
63 H -4.14 -5.11 -6.37
64 H -0.58 -3.06 -3.92
65 H 3.87 -3.54 -1.42
66 H -0.11 -8.29 -4.27
67 H -2.74 -3.97 -4.75
68 H -2.70 8.13 0.82
69 H 0.21 1.55 0.59
70 H 3.70 2.77 0.33
71 H 4.97 2.86 3.91
72 H -1.68 -7.88 -3.56
73 H -0.48 7.98 3.83
74 H 2.67 3.34 4.74
75 H 1.66 1.56 -0.43
76 H 3.54 4.51 2.83
77 H -4.65 4.47 1.01
78 H 4.48 -0.16 3.26
79 H -2.80 -5.36 -7.47
80 H 1.42 2.10 4.58
81 H -3.27 -6.59 -4.73
82 H 0.58 4.30 1.64
83 H 0.09 2.97 2.67
84 H 1.65 -3.06 2.05
85 H -0.52 -8.48 -6.80
86 H 5.13 1.95 2.43
87 H 0.92 -3.40 -4.79
88 H 2.81 1.82 5.59
89 H 0.87 -4.57 -7.03
90 H 0.41 -7.01 -6.90
91 H -4.96 7.06 5.24
92 H 1.43 4.01 3.12
93 H -2.50 3.47 3.58
94 H -1.60 -8.95 -4.94
95 H 4.93 4.24 1.81
96 H -0.55 -4.45 -1.20
97 H -3.76 5.04 4.80
98 H -5.22 4.99 3.84
99 H -3.72 5.88 0.59
100 H -5.17 6.04 1.58
101 H -3.23 9.35 1.98
102 H 3.38 -1.95 -0.98
103 H -1.18 -7.11 -7.67
104 H -5.22 7.41 3.55
105 H -3.93 3.14 2.61
106 H -1.26 9.37 3.11
107 H 3.04 -0.37 4.26
108 H -3.20 -7.44 -6.25
109 H -2.50 -3.22 -6.31
110 H 1.96 -4.13 -0.71

E_tot (hartree): -2701.6567
HOMO-LUMO gap (alpha / beta) (eV): 8.9 / 9.3
Multiplicity: 4
Net charge: 0
HOMO level (alpha / beta) (eV): -8.424 / -9.285

***

Here is a structure of composition C33H63AlBrF17NO21S6 in a non-equilibrium geometry from the Open Molecules 2025 dataset. Energies are from the ωB97M-V functional and the def2-TZVPD basis.

Geometry (Å):
1 Br 3.85 -3.74 3.26
2 S 1.19 -0.23 -3.91
3 S 3.58 2.64 6.76
4 S -2.08 -3.71 -4.85
5 S -10.81 1.02 -1.84
6 S 7.33 -5.53 1.07
7 S 3.14 4.31 -0.31
8 Al 1.23 -1.10 0.89
9 F -5.15 1.75 -0.46
10 F -4.04 -2.79 -0.59
11 F -2.25 1.36 1.44
12 F -3.72 3.70 -1.63
13 F -4.67 4.23 0.23
14 F -5.82 -0.77 0.25
15 F -1.26 3.33 -0.14
16 F -1.71 -0.24 -0.37
17 F -3.10 1.41 -1.04
18 F -3.42 -0.37 2.71
19 F -5.37 0.43 2.40
20 F -2.26 4.42 1.44
21 F -2.15 5.26 -0.53
22 F -4.02 -0.86 -1.49
23 F -4.86 -2.10 1.60
24 F -1.73 -2.18 -1.26
25 F -3.97 2.41 2.13
26 O 8.52 -5.16 1.78
27 O -9.40 1.71 -1.58
28 O 1.84 1.81 -0.96
29 O 2.79 5.69 0.42
30 O 3.11 4.51 -1.73
31 O 1.00 -0.22 -5.33
32 O 3.80 3.74 5.88
33 O 0.74 1.17 -3.32
34 O 4.29 3.75 0.31
35 O 0.75 0.93 -1.21
36 O -1.74 -2.77 -5.87
37 O -2.51 -5.08 -5.54
38 O -1.16 -3.99 -3.79
39 O 4.44 -2.02 1.19
40 O 2.54 1.70 6.52
41 O 6.15 -5.90 1.77
42 O -10.80 0.38 -3.12
43 O 2.46 -0.58 -3.36
44 O 3.43 3.21 8.25
45 O 7.71 -6.68 0.02
46 O -11.19 0.29 -0.67
47 N 2.00 2.71 2.45
48 C 1.66 3.45 0.12
49 C -1.59 -5.67 -6.48
50 C -3.70 -1.50 -0.36
51 C -0.60 -1.19 1.75
52 C 3.84 6.66 0.55
53 C 1.80 2.83 -4.81
54 C -8.30 0.88 -1.15
55 C -11.76 2.50 -1.94
56 C -4.63 -1.05 0.80
57 C -0.41 -6.34 -5.79
58 C -4.23 0.11 1.77
59 C -3.64 -3.30 -4.15
60 C 4.12 7.38 -0.75
61 C 2.28 0.26 2.01
62 C 1.32 1.39 2.34
63 C 1.03 3.68 8.49
64 C -3.66 3.53 -0.29
65 C 8.38 -7.85 0.54
66 C 3.53 -2.71 1.57
67 C -3.87 1.98 -0.12
68 C -2.29 4.11 0.15
69 C -3.56 1.44 1.27
70 C -1.61 -2.14 1.06
71 C 5.09 1.78 7.01
72 C 7.43 -8.78 1.27
73 C 1.69 2.26 -3.41
74 C -7.72 0.05 -2.29
75 C 2.44 4.24 8.47
76 C 1.22 -0.44 -1.04
77 C 6.92 -4.28 -0.10
78 C -0.07 -1.21 -3.16
79 C 2.25 -2.90 0.91
80 C -2.17 -1.48 -0.17
81 H 0.19 -6.88 -6.52
82 H 3.49 7.37 1.30
83 H 2.21 -0.47 -1.49
84 H -3.97 -4.12 -3.52
85 H 0.05 -2.23 -3.54
86 H 1.39 3.30 3.00
87 H 2.50 -3.12 -0.12
88 H -7.47 0.69 -3.13
89 H 1.33 3.02 -2.73
90 H 6.14 -4.66 -0.75
91 H -8.44 -0.69 -2.64
92 H -1.08 -3.03 0.76
93 H 3.08 0.63 1.37
94 H 5.88 2.49 7.23
95 H 6.57 -9.02 0.66
96 H 2.66 1.93 -3.04
97 H -11.33 3.13 -2.72
98 H 8.79 -8.36 -0.34
99 H 1.67 2.49 -0.39
100 H 7.81 -4.01 -0.66
101 H -2.16 -6.41 -7.03
102 H -8.61 0.25 -0.32
103 H 2.68 4.68 9.43
104 H 2.14 2.04 -1.85
105 H 0.83 1.16 3.29
106 H 2.65 -0.19 2.93
107 H 1.66 -3.67 1.37
108 H 7.06 -8.32 2.19
109 H 0.53 -1.02 -1.64
110 H 3.20 7.80 -1.17
111 H 2.44 3.71 -4.80
112 H 0.95 2.86 9.20
113 H -0.76 -7.05 -5.04
114 H 2.54 5.02 7.71
115 H -4.35 -3.11 -4.96
116 H 5.30 1.24 6.08
117 H 2.83 2.58 3.02
118 H -12.77 2.21 -2.21
119 H 4.54 6.70 -1.50
120 H 4.84 8.19 -0.59
121 H -3.50 -2.40 -3.56
122 H -6.83 -0.47 -1.95
123 H 7.95 -9.70 1.54
124 H -2.35 -2.46 1.78
125 H 0.07 -1.19 -2.08
126 H -1.04 -0.81 -3.44
127 H 2.24 2.11 -5.50
128 H 1.63 3.30 1.20
129 H -0.99 -0.19 1.84
130 H 6.55 -3.43 0.47
131 H -0.47 -1.57 2.76
132 H 4.96 1.07 7.83
133 H 0.54 1.49 1.59
134 H -11.74 3.00 -0.98
135 H 0.22 -5.62 -5.29
136 H 0.82 3.10 -5.19
137 H 0.32 4.47 8.78
138 H 0.73 3.30 7.51
139 H 4.74 6.18 0.94
140 H -7.55 1.56 -0.77
141 H -1.25 -4.92 -7.19
142 H 0.84 4.06 -0.22
143 H 9.21 -7.55 1.17

E_tot (hartree): -9832.7568
HOMO-LUMO gap (eV): 6.2
Net charge: -1
HOMO level (eV): -4.480